A molecular structure, C27H20N7O2S3SeTeTi, computed with the ωB97M-V functional and the def2-TZVPD basis.

Last column: Mulliken charge in e.
CARTESIAN COORDINATES (ANGSTROEM)
1 H 2.91131 -4.13278 -0.57038  0.434
2 H 5.44872 2.92491 -1.41743  0.505
3 H 3.44723 -2.43187 -0.46255  0.353
4 N 1.91751 1.39048 -0.96303  0.657
5 C -2.97269 -2.59933 -1.98126  -0.091
6 C 3.25727 4.34735 1.79665  1.154
7 C -3.04404 -1.19733 -0.19116  0.236
8 H 2.32547 -2.38284 -3.02956  0.329
9 C -0.47693 -0.77627 2.41844  -0.110
10 H 0.61316 -2.41063 -3.52419  0.349
11 H -5.95262 -1.02406 -1.87785  0.403
12 N -0.97370 -0.71028 1.14026  0.503
13 H -2.39101 -3.30566 -2.56410  0.319
14 H -1.36489 1.81755 2.23075  0.448
15 C -4.95487 -1.33563 -1.59583  -0.354
16 C 1.08106 4.03364 2.96407  -0.667
17 H 1.37752 4.80178 3.66817  0.504
18 H -4.82463 -0.06253 0.14500  0.424
19 O -1.04384 -1.10204 3.44209  -0.710
20 N 1.66756 -0.36560 1.31767  1.162
21 N 3.71876 5.24956 2.61871  -0.942
22 H 4.58373 1.15543 -2.98592  0.445
23 N 5.30704 4.52058 0.63908  -0.951
24 C 2.99138 -0.18809 1.33858  -0.612
25 H 2.29000 0.26220 -2.61544  0.333
26 H -4.68838 -2.68965 -3.25844  0.366
27 C 2.37624 2.36086 -0.08843  -0.206
28 Se 5.37911 5.67418 2.03372  0.076
29 C 1.03200 -0.50721 2.47884  0.555
30 C -4.25703 -2.25937 -2.36455  -0.642
31 C 3.70860 -0.08800 2.51830  -1.032
32 C 1.36258 -2.86995 -2.88319  -1.102
33 H 1.06581 -0.53925 4.59564  0.588
34 H -0.82510 3.60610 3.87879  0.476
35 C 4.13569 3.94375 0.69738  1.080
36 H 2.65235 -3.21121 0.92608  0.301
37 S -2.81089 1.57388 -3.64030  -0.324
38 H 4.77502 0.08546 2.47797  0.479
39 C -1.73877 1.19370 -2.43977  0.386
40 C 2.68687 -3.15015 -0.16076  -1.211
41 C 3.67090 2.94118 -0.24814  -0.032
42 C 2.70512 1.00647 -1.94529  0.107
43 S -1.71031 1.89072 -0.84915  -0.471
44 C 1.95130 3.71753 1.92802  0.106
45 S -0.38675 0.11818 -2.61891  -0.530
46 N -2.36986 -2.07787 -0.91418  0.021
47 C -2.37874 -0.60923 1.02851  -0.099
48 Ti 0.20263 0.37134 -0.16479  -0.477
49 C 4.46202 2.49320 -1.29601  -0.714
50 H 1.44240 -3.93542 -3.08617  0.382
51 H 3.55501 -0.07093 4.65968  0.406
52 C -0.43572 2.37697 2.16070  -0.068
53 N 0.36606 2.04250 1.16837  0.485
54 C -4.34510 -0.79703 -0.48330  -0.619
55 O -3.06321 -0.05601 1.86030  -0.650
56 Te 0.76676 -2.58610 -0.86670  0.526
57 H 3.48148 -0.11607 0.37581  0.599
58 C 3.99466 1.51652 -2.15546  -1.277
59 C 1.66370 -0.42197 3.70307  -0.556
60 C 1.55628 2.72023 0.99807  -0.015
61 C 3.02786 -0.18159 3.72013  -0.647
62 C -0.12727 3.37867 3.08645  -1.390

Properties
2S+1	3
E_LUMO (alpha / beta)	0.0583 / 0.0661	Eh
Kohn-Sham gap (alpha / beta)	4.55 / 6.35	eV
HOMO (alpha / beta)	-2.964 / -4.553	eV
total charge	-1
DFT total energy	-6288.3769	Ha

***

A molecular structure, C27H20O5S2, computed with the ωB97M-V functional and the def2-TZVPD basis.

Last column: Mulliken charge in e.
CARTESIAN COORDINATES (ANGSTROEM)
1 O -0.30776 2.53355 1.18099  -0.607
2 H -0.05372 -1.57881 4.38600  0.396
3 H 4.86804 -1.45512 -2.41507  0.409
4 C -0.05583 -2.06895 3.40668  -0.735
5 H -6.13237 2.89468 -0.27821  0.362
6 C -5.02909 2.82047 -0.28960  -0.509
7 C -2.85013 3.88039 -0.39635  -0.722
8 O 0.16788 3.10644 -1.20520  -0.739
9 H -0.82287 -4.94194 1.76750  0.411
10 H -0.82138 -3.97868 4.04811  0.415
11 H 3.63868 -0.45789 -0.51178  0.621
12 H 3.70675 -2.97887 -3.98203  0.393
13 C -2.22906 2.60324 -0.39051  0.414
14 C 1.55000 0.21199 0.99869  -1.834
15 C 0.90663 -0.76714 0.06309  3.496
16 C 1.81718 -2.84264 -2.94686  -1.248
17 H 2.72194 2.50437 3.85054  0.392
18 H 3.46628 2.90811 1.51414  0.399
19 C -0.50136 -3.37678 3.21293  -0.848
20 H 2.78316 1.42254 -0.31752  0.623
21 C -4.40518 1.55769 -0.31713  -0.808
22 C 3.80118 -1.65565 -2.27633  -0.946
23 H 1.15870 0.52575 4.35613  0.412
24 C 0.34304 -1.83582 0.99668  0.817
25 C 3.10247 -1.08366 -1.21529  -0.773
26 O 0.17337 0.33009 -1.88550  -0.232
27 C 1.10693 -2.23453 -1.89252  -0.223
28 H -2.23156 4.76464 -0.49351  0.489
29 C -0.57903 0.67611 -3.12172  -0.760
30 O -1.91175 -0.27350 1.24465  -0.550
31 O -2.26560 -1.02954 -1.12803  -0.691
32 C 0.00379 -3.18097 0.82933  -0.451
33 C 2.42971 1.24465 0.69400  0.822
34 H 0.04315 -2.46489 -1.72194  0.597
35 C -2.97333 1.45190 -0.32585  0.167
36 C -0.18081 0.46531 -0.57856  0.075
37 C 3.15508 -2.52154 -3.16285  -0.555
38 H -5.01793 0.63661 -0.37411  0.433
39 H -1.54404 0.15063 -3.12630  0.318
40 S -1.90996 -0.04914 -0.18168  1.380
41 C -0.47188 -3.92030 1.93258  -0.970
42 H 0.03221 -3.65405 -0.16197  0.363
43 C 1.16179 -0.07795 2.30316  0.010
44 H -4.73324 4.98563 -0.31792  0.375
45 C 2.37779 1.83553 3.06547  -0.939
46 C 1.53791 0.76384 3.36155  -0.343
47 H 0.11688 0.30861 -3.86970  0.322
48 C 0.42627 -1.35901 2.30856  -0.076
49 S -0.48056 2.27755 -0.20773  1.622
50 C -4.23782 4.00011 -0.31926  -0.553
51 H -0.68338 1.75676 -3.23095  0.246
52 H 1.28904 -3.57363 -3.57751  0.397
53 C 2.82520 2.06096 1.74835  -1.150
54 C 1.71860 -1.31714 -1.04962  0.088

Properties
2S+1	1
E_LUMO	0.0016	Eh
Kohn-Sham gap	8.07	eV
HOMO	-8.028	eV
total charge	0
DFT total energy	-2213.3116	Ha

***

A molecular structure, C27H21BBrF4N5O2Ti, computed with the ωB97M-V functional and the def2-TZVPD basis.

Last column: Mulliken charge in e.
CARTESIAN COORDINATES (ANGSTROEM)
1 H 1.76593 -2.55725 4.76393  0.496
2 H 3.21409 3.96454 2.30127  0.485
3 C 1.10412 -1.79873 4.37086  -0.930
4 H -1.70393 6.31670 -3.17030  0.428
5 H 0.43810 -2.79214 -1.92084  0.446
6 C 4.94072 0.64644 1.32977  -0.719
7 N 0.26240 -0.64958 2.47314  1.137
8 H 1.65197 -2.17125 2.32000  0.559
9 H -2.09505 0.67514 -1.80928  0.508
10 C -0.10494 0.97688 -2.59266  -0.044
11 H -5.29800 4.16458 -2.26130  0.442
12 H 0.33812 5.59334 -2.02486  0.278
13 C -1.13583 0.22331 -2.02815  -0.534
14 H -1.77734 -1.76341 -1.49895  0.805
15 C -0.95443 -1.15444 -1.84533  -0.830
16 C 5.65538 1.64756 1.96077  -0.247
17 H -0.25626 2.03115 -2.78570  0.589
18 O 3.25102 -1.33128 0.06342  -0.512
19 H 1.85724 0.94813 -3.45767  0.473
20 H 0.26704 -1.24471 6.26702  0.469
21 H 1.57915 4.20597 -0.64913  0.434
22 H 5.60128 3.61518 2.80326  0.452
23 C 1.08235 0.36381 -2.97855  -0.590
24 C -3.57042 5.32126 -2.80709  -0.437
25 F -1.59217 -2.97941 2.35080  -0.293
26 H -4.05296 2.70668 -0.69590  0.519
27 C 3.58969 0.85159 1.04396  0.323
28 C 1.05883 -1.57878 3.00362  -0.214
29 H -4.12473 5.95818 -3.48342  0.436
30 Ti -0.14247 -0.43111 0.39045  0.407
31 H -1.98820 1.76505 3.08388  0.487
32 C -0.50974 0.10011 3.28422  0.536
33 C -4.23541 4.30263 -2.11567  -0.936
34 N -1.15385 1.15794 1.30938  1.246
35 C -0.55488 -0.09449 4.64719  -0.960
36 C 0.51185 4.03206 -0.74068  -0.440
37 C 5.03166 2.84054 2.30732  -0.352
38 H 5.41700 -0.28565 1.05565  0.604
39 H -1.21501 0.50252 5.26164  0.530
40 C -2.21838 5.52653 -2.63737  -0.973
41 H 2.22132 -1.45596 -3.01186  0.464
42 C -3.54775 3.48694 -1.24871  -0.401
43 F -2.00766 -1.32645 0.78778  -0.215
44 F -0.08667 -2.43275 0.62736  -0.326
45 N -0.15487 4.84688 -1.55605  0.097
46 C 0.27409 -1.06514 5.20052  -0.472
47 C -1.52226 4.69753 -1.76231  0.114
48 N -1.97544 1.93260 0.54118  -1.416
49 C -1.37548 2.86547 -0.16176  -0.238
50 H 1.90614 2.19562 1.15655  0.582
51 N -0.02406 3.05975 -0.05879  -0.064
52 C 2.95242 2.04512 1.38544  -0.098
53 B -1.57074 -2.72383 1.03975  0.283
54 C 2.88901 -0.25398 0.39053  0.258
55 C 1.28306 -0.98937 -2.74404  -0.640
56 Br 7.47744 1.39132 2.35246  -0.117
57 C -1.30530 1.09189 2.57728  -0.209
58 C 0.27775 -1.74788 -2.14957  -0.240
59 F -2.08024 -3.57085 0.15412  -0.267
60 C -2.17095 3.67478 -1.06003  1.399
61 O 1.49760 0.05194 0.14344  0.411
62 C 3.68727 3.03241 2.01992  -0.985

Properties
2S+1	1
E_LUMO	-0.2956	Eh
Kohn-Sham gap	5.93	eV
HOMO	-13.979	eV
total charge	+2
DFT total energy	-5313.3612	Ha